1.
122
Properties=species:S:1:pos:R:3 method="wB97M-V/def2-TZVPD" homo_lumo_gap_ev=7.816 e_lumo_ev=-1.66 homo_energy_ev=-9.4728 e_tot_ha=-4991.14084
N 4.121 -0.777 -2.886
C 4.010 -1.431 -3.942
C 3.298 -2.724 -3.938
O 4.162 -3.674 -4.604
P 3.533 -5.066 -5.023
O 4.082 -6.175 -4.306
O 3.931 -5.235 -6.572
I 3.109 -3.768 -7.697
O 1.960 -5.024 -5.016
C 1.338 -5.310 -3.739
C 0.212 -4.302 -3.528
C -0.443 -3.826 -4.824
O 0.006 -2.505 -5.144
H 4.633 0.081 -3.095
H 4.424 -1.114 -4.893
H 2.333 -2.616 -4.421
H 3.137 -3.036 -2.916
H 1.008 -6.335 -3.674
H 2.055 -5.158 -2.948
H 0.668 -3.431 -3.086
H -0.524 -4.677 -2.834
H -1.510 -3.766 -4.644
H -0.305 -4.503 -5.652
H -0.729 -1.905 -4.980
C 5.099 -0.928 2.449
C 5.187 -0.921 1.115
C 5.930 -1.976 0.357
O 5.948 -1.893 -0.854
C 6.588 -3.033 1.116
C 6.505 -3.043 2.452
C 5.741 -1.992 3.207
O 5.694 -2.076 4.420
O 7.084 -3.974 3.201
O 4.613 0.022 0.368
H 4.556 -0.162 2.993
H 7.134 -3.783 0.562
H 6.866 -3.748 4.126
H 4.809 -0.209 -0.565
C 1.077 4.079 3.020
C 1.171 4.088 1.683
C 1.930 3.024 0.937
O 1.955 3.078 -0.279
C 2.597 1.986 1.707
C 2.506 1.987 3.043
C 1.726 3.027 3.787
O 1.665 2.949 5.001
O 3.106 1.056 3.783
O 0.606 5.025 0.935
H 0.531 4.834 3.567
H 3.156 1.230 1.164
H 2.890 1.269 4.711
H 0.835 4.810 0.008
C -3.099 -0.012 3.874
C -1.827 0.300 4.149
C -0.678 -0.470 3.568
O 0.452 -0.116 3.848
C -0.973 -1.601 2.701
C -2.244 -1.916 2.428
C -3.395 -1.130 2.989
O -4.521 -1.470 2.679
O -2.580 -2.936 1.647
O -1.498 1.310 4.951
H -3.933 0.539 4.284
H -0.137 -2.158 2.301
H -3.557 -2.937 1.617
H -0.521 1.330 4.988
C 5.892 7.288 0.068
C 5.442 8.304 0.816
C 3.975 8.539 1.034
O 3.641 9.470 1.740
C 3.030 7.641 0.386
C 3.481 6.628 -0.364
C 4.948 6.377 -0.561
O 5.281 5.426 -1.241
O 2.671 5.775 -0.980
O 6.251 9.168 1.413
H 6.945 7.109 -0.093
H 1.976 7.826 0.536
H 3.248 5.138 -1.447
H 5.672 9.796 1.889
C 5.631 -4.727 -12.067
C 5.740 -5.727 -12.949
C 6.117 -7.119 -12.527
O 6.179 -7.980 -13.384
C 6.390 -7.361 -11.120
C 6.284 -6.360 -10.235
C 5.884 -4.973 -10.655
O 5.791 -4.116 -9.798
O 6.520 -6.523 -8.942
O 5.526 -5.567 -14.248
H 5.360 -3.723 -12.360
H 6.675 -8.362 -10.829
H 6.366 -5.655 -8.519
H 5.669 -6.444 -14.654
C -5.849 3.123 5.313
C -6.651 4.044 5.863
C -8.032 4.307 5.334
O -8.712 5.144 5.897
C -8.483 3.550 4.177
C -7.682 2.631 3.628
C -6.314 2.350 4.171
O -5.647 1.487 3.627
O -8.037 1.904 2.572
O -6.289 4.781 6.903
H -4.854 2.924 5.686
H -9.468 3.759 3.798
H -7.280 1.317 2.381
H -7.051 5.361 7.100
C -12.037 2.561 6.756
C -12.811 2.014 7.704
C -13.225 0.571 7.654
O -13.913 0.140 8.558
C -12.784 -0.233 6.523
C -12.014 0.314 5.575
C -11.581 1.750 5.640
O -10.865 2.174 4.751
O -11.581 -0.364 4.521
O -13.261 2.699 8.745
H -11.730 3.597 6.783
H -13.101 -1.266 6.488
H -11.045 0.262 3.995
H -13.790 2.070 9.274

=====

2.
17
Properties=species:S:1:pos:R:3 method="wB97M-V/def2-TZVPD" smiles="C[N+]1=CC[N+](C)=C1" total_charge=+2 e_above_lowest_kj_mol=49.9 homo_lumo_gap_ev=10.337 e_lumo_ev=-10.92 homo_energy_ev=-21.2539 e_tot_ha=-305.28952
C 1.508 -0.140 -0.075
C -0.682 -0.162 -0.350
C 0.846 0.741 1.014
C 0.643 -1.655 -1.742
C -1.691 1.344 1.168
N 0.572 -0.593 -0.835
N -0.531 0.672 0.624
H 2.498 -0.490 -0.246
H 0.595 -1.324 -2.793
H 1.202 0.212 1.894
H 1.198 1.829 1.183
H -0.285 -2.267 -1.647
H 1.473 -2.291 -1.375
H -1.643 -0.259 -0.885
H -1.420 2.389 1.439
H -1.768 0.795 2.162
H -2.514 1.196 0.466

=====

3.
98
Properties=species:S:1:pos:R:3 method="wB97M-V/def2-TZVPD" total_charge=-2 e_above_lowest_kj_mol=34.7 homo_lumo_gap_ev=5.820 e_lumo_ev=3.80 homo_energy_ev=-2.0248 e_tot_ha=-5855.13456
Sn 1.593 0.457 -0.376
C 3.378 -2.836 3.237
C 2.245 -2.165 3.955
N 1.927 -2.589 5.147
C 0.953 -1.939 5.834
C 0.366 -0.786 5.388
C -0.593 -0.085 6.308
O -0.014 1.058 6.959
C 0.714 -0.268 4.109
C 0.254 1.050 3.747
N 0.570 1.723 2.700
C 0.054 3.017 2.617
C -1.285 3.315 2.892
C -1.778 4.605 2.781
C -0.943 5.642 2.390
C 0.388 5.368 2.105
C 0.874 4.076 2.213
I 2.878 3.711 1.768
C 1.573 -1.052 3.273
O 1.797 -0.844 2.056
H 3.945 -3.435 3.948
H 3.023 -3.487 2.436
H 4.021 -2.091 2.766
H 0.683 -2.358 6.797
H -1.485 0.255 5.774
H -0.916 -0.787 7.082
H 0.908 1.094 6.683
H -0.363 1.542 4.509
H -1.948 2.502 3.156
H -2.825 4.795 2.987
H -1.322 6.651 2.287
H 1.052 6.161 1.784
Cl 6.888 -4.173 -4.147
C 5.663 -3.070 -3.613
C 5.171 -3.124 -2.308
Cl 5.801 -4.308 -1.212
C 4.192 -2.248 -1.880
Cl 3.588 -2.300 -0.267
C 3.612 -1.258 -2.734
O 2.690 -0.477 -2.370
C 4.162 -1.225 -4.053
Cl 3.542 -0.014 -5.118
C 5.146 -2.103 -4.473
Cl 5.752 -2.005 -6.095
O 0.887 1.863 -2.181
C 0.182 2.600 -1.443
O -0.073 2.318 -0.249
C -0.392 3.865 -2.025
C -0.167 4.189 -3.357
C -0.706 5.352 -3.888
C -1.468 6.194 -3.087
C -1.692 5.870 -1.754
C -1.157 4.705 -1.225
H 0.431 3.514 -3.955
H -0.533 5.604 -4.927
H -1.889 7.102 -3.502
H -2.285 6.525 -1.127
H -1.314 4.428 -0.190
C -0.057 -0.582 -4.325
Si -0.520 -1.910 -3.082
C -2.174 -2.623 -3.686
C 0.715 -3.335 -3.164
Si -0.617 -1.069 -0.904
Si -1.003 -2.919 0.479
C 0.570 -3.860 0.878
C -1.756 -2.373 2.122
C -2.186 -4.199 -0.272
Si -2.668 0.058 -0.818
C -2.952 1.164 -2.325
C -2.886 1.099 0.735
C -4.154 -1.127 -0.825
H 0.064 -1.018 -5.323
H 0.873 -0.096 -4.032
H -0.834 0.185 -4.371
H -2.042 -3.058 -4.683
H -2.932 -1.840 -3.763
H -2.558 -3.401 -3.023
H 0.889 -3.657 -4.196
H 0.338 -4.194 -2.600
H 1.674 -3.049 -2.731
H 1.269 -3.170 1.348
H 1.046 -4.257 -0.022
H 0.369 -4.687 1.566
H -1.128 -1.613 2.593
H -1.831 -3.220 2.812
H -2.756 -1.952 1.990
H -1.743 -4.661 -1.158
H -3.149 -3.773 -0.559
H -2.367 -4.992 0.462
H -2.120 1.843 -2.515
H -3.857 1.766 -2.194
H -3.083 0.548 -3.219
H -2.155 1.907 0.737
H -2.732 0.495 1.633
H -3.895 1.523 0.771
H -4.139 -1.806 -1.680
H -5.077 -0.539 -0.873
H -4.190 -1.731 0.084

=====

4.
57
Properties=species:S:1:pos:R:3 method="wB97M-V/def2-TZVPD" total_charge=-1 homo_lumo_gap_ev=5.338 e_lumo_ev=2.05 homo_energy_ev=-3.2842 e_tot_ha=-1409.11653
B -5.952 3.998 1.343
P -7.729 3.251 1.100
C -8.769 4.475 2.050
O -7.755 1.972 2.240
H -5.990 5.170 0.979
H -5.644 3.905 2.527
H -5.184 3.354 0.632
H -8.154 5.250 2.514
H -9.309 3.939 2.833
H -9.509 4.948 1.396
H -8.317 1.285 1.876
C -3.730 0.679 1.373
O -2.381 0.934 1.011
C -2.283 1.957 0.038
C -0.847 2.412 -0.092
O -0.409 3.285 0.939
C -0.108 2.694 2.187
C 1.297 2.141 2.267
O 1.387 0.910 1.578
C 2.704 0.527 1.286
H -4.298 0.280 0.524
H -3.709 -0.065 2.168
H -4.236 1.583 1.718
H -2.932 2.800 0.298
H -2.607 1.573 -0.943
H -0.767 3.001 -1.009
H -0.190 1.540 -0.174
H -0.832 1.918 2.445
H -0.185 3.501 2.920
H 1.567 2.001 3.326
H 1.997 2.867 1.831
H 3.221 1.280 0.679
H 2.647 -0.403 0.722
H 3.297 0.352 2.195
C 0.888 -2.118 -1.359
O 2.227 -2.570 -1.355
C 2.367 -3.826 -0.729
C 3.723 -4.419 -1.031
O 3.835 -4.934 -2.349
C 4.174 -3.994 -3.354
C 5.663 -3.776 -3.494
O 6.151 -2.964 -2.446
C 7.551 -3.009 -2.334
H 0.507 -1.982 -0.341
H 0.871 -1.156 -1.866
H 0.235 -2.821 -1.888
H 1.584 -4.513 -1.077
H 2.264 -3.724 0.362
H 3.864 -5.276 -0.368
H 4.506 -3.684 -0.828
H 3.668 -3.040 -3.189
H 3.818 -4.425 -4.292
H 5.859 -3.299 -4.466
H 6.173 -4.749 -3.485
H 7.905 -4.029 -2.143
H 7.833 -2.369 -1.500
H 8.044 -2.641 -3.244

=====

5.
13
Properties=species:S:1:pos:R:3 method="wB97M-V/def2-TZVPD" e_above_lowest_kj_mol=535.7 homo_lumo_gap_ev="7.116 / 7.114" e_lumo_ev="-1.40 / -1.40" homo_energy_ev="-8.5155 / -8.5140" e_tot_ha=-990.26096
C 1.484 1.531 2.003
C 1.170 1.595 0.845
C -0.946 0.109 -0.529
C -0.663 -1.188 0.250
C 0.159 0.538 -1.417
S 0.501 -2.135 -0.823
S 1.302 -0.621 -1.902
H 1.717 1.268 3.002
H -1.773 -0.393 -1.133
H -1.376 0.727 0.147
H -0.132 -0.971 1.162
H -1.464 -1.824 0.483
H 0.020 1.365 -2.087

=====

6.
59
Properties=species:S:1:pos:R:3 method="wB97M-V/def2-TZVPD" e_above_lowest_kj_mol=0.0 homo_lumo_gap_ev=8.088 e_lumo_ev=-0.34 homo_energy_ev=-8.4316 e_tot_ha=-1752.51291
C 3.223 -4.744 0.421
C 2.837 -3.337 -0.019
C 1.333 -3.221 -0.257
C 0.906 -1.875 -0.845
C 1.030 -0.734 0.172
N 0.913 0.583 -0.454
C -0.019 0.857 -1.399
O -1.014 0.138 -1.565
C 0.163 1.994 -2.288
C -0.818 2.435 -3.184
N -2.090 2.023 -3.239
H -2.323 1.177 -2.743
H -2.647 2.378 -4.005
C -0.276 3.455 -4.030
N 0.993 3.741 -3.828
S 1.634 2.860 -2.636
C -1.052 4.119 -5.097
O -2.212 3.829 -5.340
N -0.362 5.058 -5.772
H 0.598 5.235 -5.533
H -0.803 5.554 -6.529
C 1.753 1.605 0.158
C 1.570 1.608 1.642
C 0.584 2.140 2.421
C 0.901 1.784 3.753
C 2.053 1.064 3.680
O 2.467 0.958 2.411
H 2.649 0.589 4.433
H 0.345 2.028 4.635
H -0.257 2.711 2.085
H 1.468 2.584 -0.224
H 2.807 1.414 -0.076
H 2.038 -0.767 0.596
C 0.067 -0.955 1.360
O 0.493 -1.306 2.445
N -1.217 -0.752 1.053
H -1.430 -0.505 0.089
C -2.349 -0.977 1.950
C -3.613 -0.623 1.169
H -4.492 -0.766 1.793
H -3.583 0.416 0.847
H -3.707 -1.255 0.289
C -2.377 -2.449 2.371
H -1.461 -2.693 2.902
H -3.224 -2.640 3.024
H -2.456 -3.091 1.495
C -2.215 -0.079 3.182
H -2.215 0.968 2.889
H -1.282 -0.298 3.694
H -3.044 -0.253 3.864
H 1.533 -1.637 -1.709
H -0.124 -1.948 -1.194
H 0.807 -3.387 0.685
H 1.028 -4.008 -0.952
H 3.370 -3.086 -0.940
H 3.145 -2.632 0.754
H 2.714 -5.001 1.347
H 4.295 -4.813 0.588
H 2.945 -5.473 -0.337

=====

7.
11
Properties=species:S:1:pos:R:3 method="wB97M-V/def2-TZVPD" multiplicity=3 total_charge=-1 e_above_lowest_kj_mol=201.9 homo_lumo_gap_ev="6.858 / 6.632" e_lumo_ev="3.89 / 2.28" homo_energy_ev="-2.9652 / -4.3502" s_squared=2.014 e_tot_ha=-707.27439
C -1.503 -0.639 1.169
C -2.181 -0.173 0.121
C 0.790 0.718 -0.877
N -0.252 -0.090 -1.197
O -0.087 -0.993 -2.010
Cl 2.254 0.043 1.588
H -0.447 -0.604 1.276
H -1.858 -0.863 2.156
H 0.341 1.787 -0.797
H 1.394 0.304 0.176
H 1.547 0.509 -1.605

=====

8.
91
Properties=species:S:1:pos:R:3 method="wB97M-V/def2-TZVPD" homo_lumo_gap_ev=8.616 e_lumo_ev=-0.48 homo_energy_ev=-9.0976 e_tot_ha=-55912.66042
C 0.695 -2.592 0.546
O 0.555 -1.729 1.731
C 1.779 -2.007 2.500
C 2.820 -0.772 2.472
C 2.650 0.203 1.216
C 1.711 1.468 1.633
C 1.730 2.469 0.372
C 0.490 2.206 -0.627
O 0.147 3.580 -1.057
C -0.558 3.386 -2.289
O -1.612 3.919 -2.654
O 0.107 2.403 -3.097
C 0.834 1.620 -2.086
C 0.411 0.055 -2.109
C -1.016 -0.176 -2.860
C -1.505 -1.701 -2.764
C -3.008 -1.889 -2.213
C -3.118 -1.988 -0.611
C -4.001 -0.794 0.055
C -3.372 0.633 -0.303
S -3.633 1.951 0.972
C -5.428 1.964 1.352
N -6.574 2.305 0.587
N -7.637 2.077 1.410
C -7.142 1.606 2.661
O -5.716 1.540 2.674
H -0.062 -2.199 -0.208
H 0.563 -3.696 0.786
H 1.736 -2.385 0.089
H 2.318 -2.946 2.103
H 1.425 -2.205 3.575
H 3.871 -1.249 2.472
H 2.640 -0.190 3.450
H 3.674 0.538 0.822
H 2.114 -0.273 0.319
H 2.066 1.966 2.598
H 0.663 1.013 1.769
H 1.670 3.575 0.669
H 2.688 2.343 -0.245
H -0.497 1.831 -0.174
H 1.941 1.857 -2.351
H 0.409 -0.309 -1.031
H 1.181 -0.484 -2.773
H -1.783 0.600 -2.536
H -0.792 0.050 -3.969
H -0.755 -2.376 -2.208
H -1.512 -2.107 -3.846
H -3.355 -2.915 -2.618
H -3.751 -1.130 -2.629
H -2.118 -2.039 -0.068
H -3.666 -2.971 -0.355
H -5.076 -0.915 -0.311
H -4.013 -1.023 1.185
H -2.233 0.490 -0.417
H -3.772 0.939 -1.334
H -7.741 1.298 3.577
C -0.512 -6.455 3.186
Br -1.592 -5.681 1.774
Br 0.948 -7.518 2.477
Br 0.118 -5.108 4.431
H -1.155 -7.131 3.746
C -5.941 -6.342 0.963
Br -6.320 -4.501 0.485
Br -4.897 -7.240 -0.402
Br -5.108 -6.475 2.709
H -6.896 -6.858 1.025
C 0.787 6.789 0.413
Br -0.657 6.108 1.514
Br 0.376 8.539 -0.315
Br 2.480 6.781 1.359
H 0.890 6.109 -0.432
C 5.028 2.881 -3.965
Br 3.125 2.576 -3.737
Br 6.048 1.250 -3.721
Br 5.425 3.735 -5.661
H 5.337 3.571 -3.181
C 0.186 8.227 4.681
Br -1.259 7.545 5.783
Br -0.226 9.979 3.954
Br 1.879 8.220 5.628
H 0.291 7.547 3.835
C 5.304 -2.425 -5.761
Br 6.515 -2.456 -4.245
Br 3.452 -2.576 -5.205
Br 5.593 -0.872 -6.886
H 5.528 -3.302 -6.365
C 5.626 -4.042 1.560
Br 4.060 -4.820 2.400
Br 5.144 -2.810 0.140
Br 6.806 -3.218 2.860
H 6.179 -4.858 1.099